A cluster of 3 separate species, C21H46BNO5 in total in a non-equilibrium geometry. Source: OMol25; level of theory: ωB97M-V/def2-TZVPD.

CARTESIAN COORDINATES (ANGSTROEM)
H  6.42947  6.64448  1.48074
N  5.86060  7.32140  0.92816
C  5.16096  6.67104  0.02236
C  4.23620  7.53032  -0.98948
C  5.24892  5.06560  -0.11829
C  5.13741  4.60458  -1.64426
O  5.76296  5.28143  -2.50657
O  4.43405  3.46766  -2.11262
C  2.98982  3.56990  -1.78840
C  2.24931  3.87722  -3.17704
C  1.00072  4.87086  -3.07007
C  -0.14331  4.41787  -2.03654
C  -0.35752  5.60462  -0.96188
O  -1.11223  5.06129  0.15516
B  2.60868  2.09281  -1.15588
O  1.52158  1.30336  -1.71709
O  3.29549  1.51442  -0.03164
H  3.52178  6.78247  -1.46780
H  3.73394  8.39284  -0.44832
H  4.95213  7.86616  -1.82532
H  6.28292  4.74003  0.24526
H  4.48734  4.58620  0.58034
H  2.77434  4.42222  -1.04870
H  1.95794  2.93082  -3.76959
H  3.02993  4.40648  -3.84496
H  0.50958  4.88956  -4.11614
H  1.28374  5.96387  -2.85760
H  0.00985  3.39433  -1.56288
H  -1.14064  4.35257  -2.61524
H  0.61857  6.07871  -0.60472
H  -1.05268  6.36493  -1.48749
H  -1.42693  5.80134  0.71881
H  1.73637  1.08782  -2.65625
H  2.82234  0.66883  0.17052
C  0.32173  -4.29133  2.06176
C  0.62208  -3.04158  2.87771
C  -0.62727  -2.21487  3.18612
C  -1.35231  -1.65330  1.95832
C  -0.49766  -0.76586  1.05177
C  0.00561  0.49037  1.75043
H  -0.10639  -4.04378  1.08723
H  1.23986  -4.85754  1.88463
H  -0.38043  -4.94010  2.59258
H  1.36854  -2.43227  2.35779
H  1.08219  -3.34455  3.82426
H  -0.34899  -1.39323  3.85555
H  -1.33294  -2.83446  3.75168
H  -2.22177  -1.08031  2.30137
H  -1.75554  -2.47949  1.36227
H  -1.10088  -0.46729  0.18833
H  0.35018  -1.32859  0.65149
H  -0.83089  1.09532  2.10983
H  0.59091  1.10024  1.05674
H  0.64851  0.25071  2.60096
C  -5.32753  -7.68309  -1.41126
C  -5.39716  -6.24454  -0.91629
C  -4.02774  -5.56591  -0.85471
C  -3.02898  -6.20994  0.11193
C  -3.49976  -6.29777  1.56471
C  -3.74731  -4.93327  2.19393
H  -4.72709  -8.30989  -0.74772
H  -6.32986  -8.11680  -1.45674
H  -4.89301  -7.72684  -2.41352
H  -5.88586  -6.21502  0.06291
H  -6.03932  -5.67254  -1.59447
H  -4.16881  -4.51222  -0.58873
H  -3.58639  -5.56370  -1.85802
H  -2.09298  -5.64005  0.07416
H  -2.77928  -7.21762  -0.23835
H  -2.73261  -6.81778  2.14810
H  -4.40459  -6.90663  1.63968
H  -2.83632  -4.32925  2.17807
H  -4.05859  -5.04940  3.23568
H  -4.53500  -4.38375  1.67319

Properties
- SMILES = [H]/N=C(/C)CC(=O)O[C@@H](CCCCO)B(O)O.CCCCCC.CCCCCC
- E (Ha) = -1283.5488
- HOMO level (eV) = -10.1
- M (g/mol) = 403.41
- net charge = 0